(1)
ORCA calculation (ωB97M-V/def2-TZVPD) on one molecule with the formula C4H6N4 at a distorted geometry.

The geometry in XYZ format:
```
14
C4H6N4, DFT ωB97M-V/def2-TZVPD
C -2.0808 0.8092 0.0100
N -2.4153 -0.4079 -0.0615
N -1.2361 -1.2966 0.0776
C -0.2530 -0.4378 0.0570
C 1.2831 -0.5757 -0.2976
C 2.4856 -0.1234 0.6597
N 2.0868 0.6931 -0.4710
N -0.7429 0.9766 0.0775
H -2.6676 1.7589 0.2433
H 1.6386 -1.3193 -0.9491
H 2.6585 0.5672 1.5401
H 3.3303 -0.9393 0.4887
H 2.6491 0.4294 -1.4816
H -0.0659 1.7125 0.2264
```

Values from the calculation:
E in eV: -10201.6868
SMILES: c1nnc([C@@H]2CN2)[nH]1
Max |F| in eV Å⁻¹: 5.24

Here are the natural (NBO) charges for atoms 1 to 2, given in e: 0.182, -0.319

---

(2)
ORCA calculation (ωB97M-V/def2-TZVPD) on one molecule with the formula C5H8O at a distorted geometry.

The geometry in XYZ format:
```
14
C5H8O, DFT ωB97M-V/def2-TZVPD
C 1.7903 -0.4936 0.1977
C 0.5217 0.3110 -0.0211
C -0.5875 -0.2681 -0.9251
C -1.6733 0.3693 -0.0387
C -0.5871 0.4730 1.0557
O -0.6070 0.4976 2.2603
H 2.3397 -0.1229 1.0651
H 1.5645 -1.5515 0.3678
H 2.4519 -0.4297 -0.6765
H 0.7733 1.3329 -0.3478
H -0.5504 0.0235 -1.9710
H -0.6146 -1.3615 -0.8668
H -1.9408 1.3683 -0.3980
H -2.5793 -0.2045 0.1709
```

Values from the calculation:
E in eV: -7361.4153
SMILES: C[C@H]1CCC1=O
Max |F| in eV Å⁻¹: 1.05

Here are the natural (NBO) charges for atoms 1 to 2, given in e: -0.609, -0.323